C47H51BCsGeN6S5Sb2Se | ωB97M-V/def2-TZVPD

Element x y z (Å)
Cs1 0.197 -0.410 -0.116
C1 -2.706 -1.723 4.387
Sb1 -2.374 -0.855 2.447
C2 -2.002 1.082 3.291
C3 -4.514 -0.423 2.123
C4 -5.259 -1.672 1.764
C5 -5.736 -2.497 2.789
C6 -6.367 -3.705 2.534
C7 -6.541 -4.112 1.217
C8 -6.091 -3.296 0.190
C9 -5.449 -2.074 0.426
C10 -4.990 -1.257 -0.735
Sb2 -2.873 -1.586 -1.422
C11 -2.882 -3.708 -0.973
C12 -3.627 -1.859 -3.412
H1 -3.137 -2.721 4.303
H2 -3.373 -1.078 4.960
H3 -1.738 -1.791 4.885
H4 -2.816 1.333 3.974
H5 -1.914 1.845 2.517
H6 -1.057 1.041 3.836
H7 -4.550 0.338 1.342
H8 -4.885 0.011 3.054
H9 -5.598 -2.173 3.816
H10 -6.718 -4.320 3.355
H11 -7.024 -5.055 0.990
H12 -6.240 -3.605 -0.840
H13 -5.062 -0.185 -0.543
H14 -5.594 -1.482 -1.614
H15 -3.776 -4.202 -1.357
H16 -2.821 -3.864 0.106
H17 -1.998 -4.152 -1.442
H18 -4.416 -2.614 -3.399
H19 -2.812 -2.163 -4.065
H20 -4.029 -0.910 -3.776
S1 3.694 1.744 7.062
C13 2.997 1.267 5.632
S2 2.814 2.299 4.266
C14 1.905 1.233 3.202
C15 1.621 -0.008 3.763
S3 0.802 -1.277 3.008
S4 2.234 -0.247 5.397
S5 1.510 1.790 1.651
B1 -0.635 0.000 -5.016
N1 -1.205 1.119 -4.076
C16 -1.485 2.375 -4.472
C17 -2.157 3.017 -3.446
C18 -2.240 2.040 -2.441
N2 -1.667 0.902 -2.832
N3 0.110 -1.139 -4.250
C19 1.229 -1.737 -4.712
C20 1.458 -2.882 -3.977
C21 0.393 -2.907 -3.061
N4 -0.412 -1.860 -3.231
H21 -1.557 -0.485 -5.658
H22 0.180 0.527 -5.752
H23 -1.183 2.725 -5.446
H24 -2.520 4.032 -3.428
H25 -2.664 2.113 -1.447
H26 1.781 -1.305 -5.531
H27 2.271 -3.583 -4.068
H28 0.192 -3.636 -2.286
C22 -0.931 6.756 -1.155
N5 -2.177 6.284 -0.588
C23 -2.292 5.205 0.253
Se1 -0.991 4.136 0.918
N6 -3.634 5.085 0.488
C24 -4.365 6.052 -0.183
C25 -5.716 6.332 -0.252
C26 -6.105 7.412 -1.040
C27 -5.169 8.179 -1.730
C28 -3.807 7.895 -1.654
C29 -3.426 6.822 -0.870
H29 -0.147 6.072 -0.844
H30 -0.702 7.760 -0.795
H31 -0.998 6.764 -2.244
H32 -3.989 4.337 1.059
H33 -6.444 5.734 0.283
H34 -7.157 7.657 -1.120
H35 -5.504 9.010 -2.338
H36 -3.075 8.486 -2.190
C30 6.393 -1.155 -2.495
C31 6.688 -1.540 -1.192
C32 5.664 -1.869 -0.307
C33 4.322 -1.817 -0.696
C34 4.050 -1.414 -2.010
C35 5.066 -1.095 -2.904
Ge1 2.770 -2.287 0.498
C36 3.748 -2.891 2.139
C37 3.742 -4.204 2.619
C38 4.352 -4.539 3.826
C39 4.992 -3.565 4.583
C40 5.016 -2.252 4.123
C41 4.397 -1.926 2.923
C42 2.246 -4.067 -0.285
C43 1.067 -4.667 0.176
C44 0.599 -5.870 -0.344
C45 1.306 -6.504 -1.359
C46 2.480 -5.929 -1.833
C47 2.943 -4.727 -1.302
H37 7.191 -0.901 -3.184
H38 7.721 -1.588 -0.863
H39 5.916 -2.181 0.701
H40 3.020 -1.363 -2.353
H41 4.821 -0.798 -3.918
H42 3.252 -4.983 2.044
H43 4.324 -5.565 4.179
H44 5.461 -3.822 5.527
H45 5.497 -1.480 4.713
H46 4.400 -0.889 2.593
H47 0.493 -4.173 0.960
H48 -0.322 -6.303 0.030
H49 0.944 -7.435 -1.779
H50 3.034 -6.415 -2.629
H51 3.856 -4.293 -1.695

Summary:
⟨S²⟩: 0.77
E_LUMO (spin up / spin down): 3.23 / 2.93 eV
2S+1: 2
Kohn-Sham gap (spin up / spin down): 5.081 / 4.480 eV
molecular weight: 1399.109 g mol⁻¹
charge: -2
energy above the lowest of the compared OMol25 structures with the same formula, charge and spin: 154.2 kJ/mol

***

C20H21FeN4OS2 | ωB97M-V/def2-TZVPD

Element x y z (Å)
Fe1 -0.006 0.303 -0.311
C1 -1.631 -1.386 1.320
N1 -0.191 -1.013 1.204
C2 0.262 -0.396 2.476
C3 1.047 0.865 2.232
C4 1.858 1.420 3.202
C5 2.427 2.663 2.970
C6 2.170 3.309 1.770
C7 1.382 2.677 0.830
N2 0.825 1.480 1.053
C8 0.602 -2.186 0.762
C9 0.173 -2.484 -0.654
C10 0.202 -3.739 -1.219
C11 -0.230 -3.894 -2.531
C12 -0.692 -2.789 -3.225
C13 -0.696 -1.557 -2.596
N3 -0.269 -1.405 -1.339
C14 -2.464 -0.170 1.050
C15 -3.722 0.025 1.582
C16 -4.430 1.163 1.222
C17 -3.850 2.070 0.352
C18 -2.582 1.812 -0.131
N4 -1.900 0.708 0.203
H1 -1.837 -1.822 2.299
H2 -1.867 -2.142 0.572
H3 0.800 -1.114 3.098
H4 -0.629 -0.101 3.035
H5 2.030 0.889 4.128
H6 3.060 3.122 3.717
H7 2.586 4.281 1.552
H8 1.191 3.121 -0.137
H9 0.456 -3.047 1.419
H10 1.660 -1.914 0.794
H11 0.556 -4.584 -0.645
H12 -0.218 -4.870 -2.996
H13 -1.052 -2.871 -4.240
H14 -1.037 -0.664 -3.101
H15 -4.141 -0.702 2.264
H16 -5.419 1.340 1.623
H17 -4.363 2.972 0.051
H18 -2.095 2.508 -0.800
C19 3.714 1.000 -3.477
O1 2.352 1.490 -3.332
C20 1.657 1.133 -2.311
S1 2.160 0.108 -1.060
S2 0.066 1.704 -2.103
H19 4.068 1.429 -4.407
H20 3.702 -0.086 -3.528
H21 4.312 1.347 -2.637

Summary:
⟨S²⟩: 0.78
E_LUMO (spin up / spin down): -6.18 / -6.76 eV
2S+1: 2
Kohn-Sham gap (spin up / spin down): 8.874 / 8.353 eV
molecular weight: 453.394 g mol⁻¹
charge: +2
energy above the lowest of the compared OMol25 structures with the same formula, charge and spin: 0.0 kJ/mol

***

C7H14NO3 | ωB97M-V/def2-TZVPD

Element x y z (Å)
C1 1.183 -1.130 1.698
C2 1.868 0.234 1.944
C3 -1.340 -1.042 1.234
C4 1.587 -0.909 -1.059
C5 0.395 -1.574 -0.405
O1 -0.215 -2.493 -0.875
N1 0.090 -0.905 0.766
H1 1.868 -2.017 1.468
H2 0.705 -1.073 2.680
H3 1.973 0.412 3.052
H4 1.520 1.113 1.183
H5 -1.375 -0.290 2.045
H6 1.535 0.224 -0.851
H7 3.000 0.250 1.825
H8 -1.913 -0.927 0.387
H9 -1.684 -2.062 1.599
H10 2.435 -1.472 -0.584
H11 1.625 -1.343 -2.091
C6 -2.109 2.530 -2.485
C7 -1.623 1.594 -1.333
O2 -1.349 2.168 -0.318
O3 -1.694 0.403 -1.676
H12 -1.313 3.245 -2.730
H13 -2.930 3.061 -2.013
H14 -2.242 2.005 -3.459

Summary:
E_LUMO: 3.48 eV
Kohn-Sham gap: 7.262 eV
molecular weight: 160.193 g mol⁻¹
charge: -1
energy above the lowest of the compared OMol25 structures with the same formula, charge and spin: 236.7 kJ/mol

***

C10H10BrNO3Rh | ωB97M-V/def2-TZVPD

Element x y z (Å)
C1 0.540 2.003 0.693
C2 -0.246 2.990 -0.006
C3 -1.551 3.024 0.563
H1 0.077 3.573 -0.864
C4 -1.596 2.097 1.647
C5 -0.304 1.427 1.739
H2 -0.010 0.665 2.452
H3 1.586 1.766 0.526
H4 -2.240 3.859 0.438
H5 -2.465 1.882 2.263
Rh1 -1.081 1.047 -0.020
Br1 0.423 -0.488 -1.435
C6 1.277 -4.079 -0.939
C7 1.491 -4.076 0.472
C8 2.701 -3.363 0.733
H6 0.855 -4.553 1.215
C9 3.233 -2.926 -0.518
C10 2.354 -3.369 -1.550
H7 2.485 -3.201 -2.617
H8 0.450 -4.552 -1.464
H9 3.151 -3.198 1.710
H10 4.156 -2.369 -0.665
O1 -4.845 2.993 -0.301
N1 -3.910 3.082 -1.083
O2 -3.736 3.868 -2.000
O3 -2.793 1.900 -0.990

Summary:
⟨S²⟩: 6.04
E_LUMO (spin up / spin down): 3.30 / 0.86 eV
2S+1: 5
Kohn-Sham gap (spin up / spin down): 6.062 / 5.921 eV
molecular weight: 375.004 g mol⁻¹
charge: -1
energy above the lowest of the compared OMol25 structures with the same formula, charge and spin: 111.2 kJ/mol

***

C2H4N4 | ωB97M-V/def2-TZVPD

Element x y z (Å)
C1 -0.913 -2.759 -0.521
C2 0.761 1.692 0.771
N1 -0.721 -0.343 -1.579
N2 -0.614 -2.327 0.490
N3 -0.247 0.199 -0.704
N4 0.077 0.528 0.355
H1 -1.233 -3.072 -1.421
H2 1.063 1.765 1.839
H3 1.677 1.733 0.202
H4 0.149 2.584 0.567

Summary:
E_LUMO: 0.92 eV
Kohn-Sham gap: 10.326 eV
molecular weight: 84.082 g mol⁻¹
charge: 0
energy above the lowest of the compared OMol25 structures with the same formula, charge and spin: 353.9 kJ/mol